# 1
Formula: C41H52BF5KN11P2S
Source: the OMol25 dataset
Level of theory: wB97M-V/def2-TZVPD

Values from the calculation:
Kohn-Sham gap (spin up / spin down): 5.38 / 3.78 eV
E_HOMO (spin up / spin down): -3.83 / -3.83 eV
2S+1: 2
largest force on an atom: 4.59 eV/A
total charge: -1
⟨S²⟩: 0.75

Last column: Mulliken spin population.
Geometry (Å):
1 H 0.32613 -0.78655 3.53004  0.000
2 F -1.15376 -1.47168 -4.79007  0.056
3 H 3.60403 0.79601 1.17671  0.000
4 H 0.26659 2.87844 4.70854  0.000
5 H -1.43205 0.71719 2.28296  0.000
6 H -0.90922 5.26810 -2.00526  0.000
7 H 1.46650 -5.68919 -1.49837  0.000
8 C -1.08745 1.45809 3.00148  0.000
9 B 1.18277 -3.58419 0.38458  0.003
10 C 2.00115 4.22825 -1.50120  0.000
11 C 3.16854 -1.93316 0.34537  -0.002
12 S -4.20167 -0.62650 -1.83603  0.002
13 N 2.12050 -4.72240 0.80167  0.000
14 H 5.11527 3.71783 -0.20872  0.000
15 P 1.22440 1.01792 1.50355  0.000
16 C 2.34928 4.98572 -2.63241  0.000
17 H 1.71784 -0.03407 4.30696  0.000
18 C 3.94124 -5.80656 1.11138  0.000
19 H 3.59940 -2.30999 1.24964  0.000
20 H 2.96673 -7.68487 1.82464  0.000
21 C 0.56427 -5.11393 -1.57272  -0.001
22 H 3.26790 1.75644 2.62552  0.000
23 H -2.49456 5.28886 -2.79181  0.000
24 C -4.46426 1.09475 1.60543  0.000
25 H 2.08712 -0.59957 -3.55363  0.017
26 H -0.99913 -3.53150 4.55015  0.000
27 C -6.62903 0.20250 1.18264  0.000
28 H 0.72126 -6.20779 1.35345  0.000
29 H -7.66213 0.04270 1.46177  0.000
30 H -1.35994 2.44240 2.63229  0.000
31 H -2.37296 4.92421 1.54300  0.000
32 H -3.37600 -3.51769 -1.96458  0.000
33 H -1.60136 1.29205 3.94829  0.000
34 C 0.42108 1.34842 3.19876  0.000
35 C 0.67097 0.10202 4.05243  0.000
36 F -1.41071 1.24929 -5.41154  0.022
37 C 0.39011 -3.69443 2.85139  0.000
38 C 2.67108 -0.09986 -2.78201  0.023
39 C -0.73901 -3.30153 3.53485  0.000
40 C 0.39479 3.23647 -0.19899  0.000
41 F -0.66498 -0.22696 -3.04528  0.046
42 H -3.76650 1.66065 2.21210  0.000
43 H 1.56024 5.33413 -3.27996  0.000
44 C 2.89732 -6.67863 1.45951  0.000
45 N -0.80184 -2.48289 1.46044  0.000
46 H -0.72058 4.56443 2.07292  0.000
47 H 4.55705 -0.43315 -0.49062  0.001
48 H -4.06680 4.37101 -0.28970  0.000
49 C -1.46470 -2.54429 2.60213  0.000
50 C 3.00817 3.73877 -0.63200  0.000
51 C -1.36369 4.69531 1.20291  0.000
52 H -3.09856 -1.86182 3.79507  0.000
53 C -2.81044 -1.92728 2.74959  0.000
54 P -1.39681 3.11463 0.20542  0.000
55 H -6.77964 -0.78295 -0.71913  0.000
56 H 1.92754 2.43159 4.35216  0.000
57 C -1.37516 -4.22411 -2.09208  0.000
58 N 3.44922 -4.64222 0.72328  0.000
59 F 0.28865 0.38664 -6.39698  0.001
60 H -3.54772 -2.53210 2.22148  0.000
61 H -2.19704 1.69772 -2.09835  -0.006
62 C 3.64305 -0.99379 -0.54089  0.003
63 C -2.27910 3.72147 -1.35488  0.000
64 C -3.77144 3.62470 -1.02606  0.000
65 H 5.80902 -6.04365 0.12012  0.000
66 H 3.94493 5.84572 -3.73937  0.000
67 N 0.27940 -4.10222 -0.73272  -0.002
68 H -0.57697 -5.94704 -3.25843  0.000
69 N 2.67308 2.90949 0.37395  0.000
70 H -2.82817 -0.93810 2.30322  0.000
71 H -0.87708 2.73033 -2.66343  0.000
72 C -0.47617 -5.23680 -2.46129  0.000
73 H 5.64831 -6.99167 1.60943  0.000
74 H -4.00750 2.63800 -0.63675  0.000
75 H 3.08623 -0.02938 2.64504  0.000
76 C 1.75399 -5.94460 1.23751  0.000
77 C -6.15162 -0.25529 -0.01959  0.000
78 C -0.21324 0.64426 -5.17384  0.039
79 C -5.76646 0.89702 2.02832  0.000
80 H -2.55165 -3.11817 -3.46989  0.001
81 C -4.79958 -0.03663 -0.34863  0.000
82 C 3.66612 5.26764 -2.86983  0.000
83 C -1.97439 5.13676 -1.84682  0.000
84 N 0.31582 -3.19824 1.60152  0.000
85 H -2.33784 5.88756 -1.14778  0.000
86 K -0.72382 -0.94932 -0.81719  0.000
87 C -0.21768 -0.58967 -4.30504  0.811
88 C -2.68333 -3.89223 -2.71607  -0.001
89 H 5.69470 5.06935 -2.20077  0.000
90 H 1.02076 3.43607 3.21559  0.000
91 H -0.97798 5.50978 0.59193  0.000
92 H -6.09816 1.26843 2.98523  0.000
93 N 0.70773 3.99859 -1.20565  0.000
94 C 5.41377 -6.04028 1.13578  0.000
95 H 5.90319 -5.23185 1.67722  0.000
96 C 4.35250 4.07551 -0.88364  0.000
97 C 1.41573 2.58854 0.57462  0.000
98 C -1.94014 2.70097 -2.43737  0.003
99 N 1.70472 -1.79684 -1.28705  -0.010
100 H -2.49617 2.90667 -3.35093  0.000
101 F 0.56877 1.60243 -4.64446  -0.003
102 C 2.67596 -0.94142 -1.55552  0.000
103 H 1.22394 -4.27803 3.19269  0.000
104 N 2.00677 -2.40707 -0.13772  0.003
105 N -3.98040 0.63816 0.46410  -0.001
106 H 2.21573 0.87126 -2.58298  -0.011
107 C 4.66474 4.81738 -1.99096  0.000
108 H 0.11237 0.18775 4.98565  0.000
109 H -4.35512 3.78691 -1.93033  0.000
110 C 0.94916 2.59777 3.90724  0.000
111 N -0.89603 -3.55815 -1.05731  0.004
112 H -3.10600 -4.77201 -3.19930  0.000
113 H 3.68287 0.06616 -3.14552  0.001
114 C 2.97321 0.87708 2.05574  0.000

***

# 2
Formula: C4H14O3
Source: the OMol25 dataset
Level of theory: wB97M-V/def2-TZVPD

Values from the calculation:
Kohn-Sham gap: 11.27 eV
E_HOMO: -10.61 eV
largest force on an atom: 0.98 eV/A
SMILES: CC[C@@H](C)O.O.O

Last column: Mulliken charge in e.
Geometry (Å):
1 C 1.04277 -0.25262 -1.36690  -0.272
2 H 1.40191 -0.04881 -3.47381  0.294
3 C 0.83822 0.47273 -2.70197  -1.128
4 H 0.65837 1.06614 4.01998  0.308
5 C 0.06397 -1.72540 0.44994  -1.389
6 H -2.15286 1.49409 1.48359  0.270
7 H -0.04631 -2.11871 -1.63776  0.355
8 C -0.06531 -1.24043 -0.98816  0.123
9 H 0.93747 -2.37906 0.50551  0.409
10 H 1.23477 0.40184 -0.51450  0.246
11 H -0.19390 0.61837 -2.98852  0.348
12 H -0.83729 -2.30852 0.66485  0.317
13 H 0.28787 1.89229 2.83611  0.317
14 H 0.19745 -0.89746 1.14895  0.364
15 H 1.29200 1.46258 -2.66161  0.281
16 H -1.52627 -0.42722 -1.96903  0.298
17 H -1.44989 0.47934 0.66651  0.326
18 O -1.33882 -0.63879 -1.04887  -0.557
19 H 1.94051 -0.86645 -1.48208  0.321
20 O -1.28064 1.08550 1.40847  -0.600
21 O 1.03635 1.72133 3.42293  -0.633

***

# 3
Formula: C5H12O
Source: the OMol25 dataset
Level of theory: wB97M-V/def2-TZVPD

Values from the calculation:
Kohn-Sham gap: 10.73 eV
E_HOMO: -9.78 eV
largest force on an atom: 0.45 eV/A
SMILES: C=CCCO.C

Last column: Mulliken charge in e.
Geometry (Å):
1 C 2.13079 0.04858 -0.20715  -0.478
2 H 3.89613 0.04838 0.59452  0.304
3 H 2.12165 -1.01009 -0.51647  0.301
4 H 2.42944 0.64815 -1.08135  0.323
5 H -2.80287 -0.95678 2.14532  0.295
6 H -0.62492 2.31964 -1.31927  0.250
7 H 0.75586 1.51016 0.54196  0.310
8 O 3.00117 0.25689 0.88662  -0.500
9 C -0.24503 0.28371 -0.91079  -0.280
10 H 0.43706 -0.14232 1.08555  0.232
11 C -0.82012 1.28045 -1.57749  -0.656
12 H -0.46898 -0.74640 -1.19522  0.342
13 H -2.15389 -0.29651 0.61883  0.185
14 C -2.36764 -1.20954 1.17615  -0.935
15 H -1.44394 -1.77412 1.33811  0.202
16 H -1.50718 1.09820 -2.39897  0.265
17 C 0.72971 0.46359 0.21747  -0.444
18 H -3.06725 -1.82201 0.60217  0.285

***

# 4
Formula: C58H46FGeNO3P3S5Sn
Source: the OMol25 dataset
Level of theory: wB97M-V/def2-TZVPD

Values from the calculation:
Kohn-Sham gap (spin up / spin down): 7.26 / 4.68 eV
E_HOMO (spin up / spin down): -10.21 / -9.67 eV
largest force on an atom: 0.63 eV/A
total charge: +1

Last column: Mulliken charge in e.
Geometry (Å):
1 C 0.37493 -2.50955 2.02487  -0.393
2 H -2.61543 -1.56205 -2.32916  0.513
3 H -4.18880 3.90586 -4.03083  0.424
4 C 1.84553 2.47153 5.22161  -0.894
5 C -3.85032 -1.93469 0.80426  -0.822
6 C -1.40303 1.05372 -5.21194  -0.742
7 C 1.13888 2.24073 2.53785  -0.618
8 H -5.31610 1.71557 -3.83569  0.469
9 P 1.55079 -1.80270 0.76580  1.975
10 C -3.11934 1.69677 3.65253  -0.206
11 C -0.28391 -4.58342 3.12588  -0.990
12 C 4.64681 2.05533 -1.56929  -0.684
13 H 4.19496 -3.63819 -2.20621  0.263
14 H -4.84614 1.74186 0.21766  0.514
15 C 0.96738 1.47840 4.81942  -0.532
16 C -1.10059 6.42839 0.36958  -0.709
17 C 3.33169 -1.44358 2.81412  -0.885
18 C -4.34776 1.72528 1.17846  -0.565
19 H 1.34320 -4.41206 1.77798  0.341
20 C 2.32254 -3.58026 -1.41285  0.399
21 C 1.00692 -1.66134 -4.87665  -0.235
22 H 3.01332 4.17098 4.60819  0.448
23 C 2.28007 2.43380 -1.46890  -1.653
24 H 3.72230 -3.99447 0.61882  0.510
25 O 5.45565 -1.47923 -2.01568  -0.619
26 H 5.54955 1.39871 0.26169  0.457
27 H -4.85410 -4.80920 -0.68358  0.424
28 C 0.77416 -5.23634 -2.29822  -1.174
29 C -4.94858 2.36600 2.24970  -0.862
30 H -3.91013 -1.42906 1.75925  0.352
31 C 0.55607 4.82602 -0.33869  -0.265
32 C 0.54107 -3.88012 2.27491  -0.015
33 C -4.43987 -3.18275 0.65138  -0.718
34 H -1.44163 3.52145 2.05719  0.131
35 H -2.46533 0.81278 -5.24337  0.293
36 H -1.52339 2.07843 -3.52655  0.072
37 S 4.50471 -1.81364 -0.93557  0.634
38 H -2.43868 5.75261 1.91077  0.503
39 H -0.11093 -5.63804 3.29652  0.470
40 C -4.38140 -3.84271 -0.56692  -0.832
41 C -0.61161 -1.82442 2.73245  -0.269
42 C 1.35285 -3.14573 -0.48835  1.003
43 C 5.01951 -3.56477 2.25946  -0.846
44 H -2.25463 4.43464 -2.56880  0.517
45 H 0.38781 6.81317 -1.12325  0.466
46 C 0.08115 -3.73590 -0.57599  -1.055
47 C -0.02079 6.08970 -0.42904  -0.805
48 H -0.70231 -3.39241 0.08872  0.276
49 C 3.46202 2.41820 -2.19303  -1.423
50 O -0.99635 1.33848 -3.86591  -0.207
51 C -1.32966 -3.91979 3.75290  -1.033
52 H 2.12011 2.55197 6.26556  0.430
53 H -1.20803 -5.19585 -1.45695  0.503
54 H 0.56249 0.79455 5.55107  0.604
55 C -3.18724 -1.33587 -0.26382  0.156
56 H -2.25389 -2.04573 4.10668  0.604
57 H 1.41859 4.60192 -0.95016  0.530
58 H -1.54092 7.41475 0.30086  0.394
59 C -1.46792 -2.55874 3.57074  -0.449
60 C -4.46412 1.94199 -3.20753  -0.979
61 F -1.33209 -0.16826 4.77937  -0.595
62 S 2.91676 -0.65042 -6.47119  -0.088
63 H -4.53741 0.05572 -2.18985  0.576
64 C 5.27371 -2.75145 3.35174  -0.825
65 H 2.78738 -4.99946 -2.95441  0.393
66 H 0.57636 -6.05604 -2.97666  0.413
67 H -3.67626 -3.75770 -2.59654  0.497
68 H 6.12805 -2.94576 3.98650  0.399
69 H 5.66949 -4.40331 2.04452  0.458
70 H -1.19172 1.90669 -5.85614  0.289
71 P 0.65165 2.14482 0.76765  2.687
72 C -2.30499 2.53329 -1.57432  -0.696
73 H -4.77735 2.86875 4.33328  0.445
74 C -4.32519 2.36244 3.49042  -0.842
75 C 0.05095 3.88053 0.54891  -0.261
76 P -2.30199 0.25430 -0.08312  2.732
77 C -2.94527 1.29495 -1.45021  0.861
78 C -1.03806 4.23619 1.35152  -0.334
79 H 3.45383 2.67484 -3.24491  0.819
80 C 0.60306 1.35308 3.47395  -0.064
81 S -0.11640 -1.85331 -3.61281  -0.342
82 C -2.50701 1.04285 2.57899  -0.867
83 C 2.30393 -2.19656 -7.10425  0.580
84 H -5.89787 2.86725 2.11124  0.430
85 O 2.69195 -2.71465 -8.09947  -0.496
86 H -1.46767 2.77684 -0.92428  -0.290
87 C 3.92245 -3.31983 1.44112  0.077
88 C 2.00218 3.25379 2.96135  0.109
89 C -0.21599 -4.76278 -1.45042  -0.854
90 C 2.01671 -4.64427 -2.27900  -0.852
91 C -3.12820 1.06739 1.33234  0.539
92 Sn 0.26085 0.16988 -2.08243  2.154
93 C -3.11849 -2.01708 -1.48022  -0.292
94 C -3.72146 -3.25504 -1.63833  -1.043
95 H -0.83395 0.19764 -5.55759  0.257
96 H 5.57153 2.03789 -2.12975  0.443
97 H 4.59242 -1.06703 4.50029  0.501
98 N 3.62963 -3.09227 -1.56839  -0.259
99 C 2.35399 3.37252 4.29302  -0.914
100 C -1.60452 5.49702 1.26961  -0.603
101 Ge -0.85185 0.09989 3.08283  1.449
102 C 4.41803 -1.69292 3.63442  -0.844
103 C 3.45115 1.73669 0.49949  -1.055
104 C 4.63303 1.70082 -0.22899  -0.948
105 C -3.83242 3.17481 -3.31671  -0.693
106 H -4.95563 -3.63594 1.48826  0.478
107 S 2.11200 0.68938 -3.99548  -0.311
108 H 3.47005 1.46679 1.54691  0.321
109 S 1.02117 -2.91071 -6.07104  -0.045
110 H -2.01310 -4.45032 4.40290  0.474
111 H 2.39161 3.96186 2.23892  0.488
112 H -2.64868 1.68418 4.62561  0.473
113 C 3.07391 -2.25133 1.70493  0.904
114 C 1.90873 -0.59364 -5.05347  0.240
115 H 2.66460 -0.61769 3.04656  0.312
116 C -4.02828 1.00728 -2.27661  -0.531
117 H 1.35961 2.71489 -1.97365  1.415
118 C -2.75020 3.47446 -2.49539  -0.425
119 C 2.25909 2.12704 -0.10490  0.959

***

# 5
Formula: C4H8AgO3
Source: the OMol25 dataset
Level of theory: wB97M-V/def2-TZVPD

Values from the calculation:
Kohn-Sham gap: 5.10 eV
E_HOMO: -11.08 eV
largest force on an atom: 4.01 eV/A
total charge: +1

Last column: Mulliken charge in e.
Geometry (Å):
1 O 1.47357 -0.71696 -1.27508  -0.417
2 H 2.87925 0.28680 2.14942  0.242
3 H -0.83110 0.60617 1.36518  0.449
4 H 2.95306 -1.13450 1.03723  0.324
5 C -1.20712 0.59105 0.33415  0.228
6 H -2.86623 1.42423 0.58059  0.342
7 C 2.76618 -0.06021 1.12235  -0.603
8 C 0.96924 -0.11726 -0.37466  0.712
9 Ag 0.01528 -1.47912 -3.09235  0.254
10 H -3.01477 -0.30886 0.76730  0.310
11 H -2.02593 -1.13922 -2.29094  -0.221
12 H 3.39506 0.51144 0.43352  0.319
13 O 1.36987 0.19364 0.79663  -0.268
14 C -2.61712 0.42899 0.04681  -0.911
15 O -0.37225 0.31365 -0.60226  -0.148
16 H -2.88700 0.60015 -0.99788  0.388

***

# 6
Formula: C4H13N3
Source: the OMol25 dataset
Level of theory: wB97M-V/def2-TZVPD

Values from the calculation:
Kohn-Sham gap (spin up / spin down): 3.79 / 7.97 eV
E_HOMO (spin up / spin down): -7.59 / -11.77 eV
2S+1: 2
largest force on an atom: 2.32 eV/A
total charge: +1
⟨S²⟩: 0.75

Last column: Mulliken spin population.
Geometry (Å):
1 H -0.65646 -2.85692 1.07955  0.039
2 H -1.25396 -1.16124 -1.32449  -0.011
3 H 0.01264 0.98092 -1.18579  0.006
4 C 0.41045 0.69887 -0.19823  -0.012
5 N -1.63179 -3.65908 -0.49563  0.135
6 H 1.43629 0.39318 -0.44205  0.003
7 H -1.77724 -3.78362 -1.47443  -0.005
8 C -1.14177 -2.54202 0.16699  0.740
9 H -1.87449 -4.40572 0.12577  -0.007
10 C -0.57691 -0.23429 0.49502  -0.012
11 H 1.71135 2.81343 -1.16654  0.000
12 H 0.83323 1.93568 1.57657  0.000
13 H -1.42419 0.36635 0.86576  -0.001
14 H -0.13165 -0.52449 1.45370  0.018
15 N -0.90029 -1.28767 -0.39486  0.106
16 H 2.03626 3.61428 0.32983  0.000
17 H -0.15644 2.77280 0.40536  0.001
18 N 1.82777 2.74025 -0.15049  0.001
19 H 2.60239 2.09258 -0.17354  0.000
20 C 0.65483 2.04671 0.50750  -0.002